No. 1
The following is a quantum chemistry calculation of a structure of composition C7H9O7PTm, from the Open Molecules 2025 dataset.

HOMO (alpha / beta) in hartree: -0.80021 / -0.80033
Charge: +3
ΔE to the lowest compared entry with this formula, charge and spin in kJ/mol: 0.0
Expectation value of S²: 2.00
Multiplicity: 3
LUMO energy (alpha / beta) in eV: -14.08 / -14.03
Maximum force in eV/Å: 8.42
Gap between HOMO and LUMO (alpha / beta) in eV: 7.7 / 7.7

Last column: Mulliken charge in e.
Geometry (Å):
O  0.47  -3.01  -2.15  0.014
C  0.22  -1.88  -2.05  0.272
Tm  -0.22  0.35  -1.85  1.049
O  -2.08  0.23  -4.90  0.093
C  -1.48  0.31  -3.92  0.098
C  2.05  0.30  -2.30  0.465
O  3.19  0.24  -2.51  0.012
C  0.31  2.73  -2.32  0.307
O  0.59  3.84  -2.17  0.000
C  0.76  -2.27  1.13  -0.705
O  1.43  -1.14  0.51  -0.108
P  1.59  0.40  0.99  0.554
O  1.09  0.53  2.53  -0.231
C  -0.17  0.19  3.11  -0.659
O  -0.33  1.01  0.12  -0.260
C  -1.68  1.32  0.44  -0.984
H  1.27  -3.15  0.70  0.275
H  -0.31  -2.31  0.85  0.376
H  0.87  -2.27  2.24  0.343
H  -0.80  -0.49  2.52  0.337
H  0.08  -0.29  4.06  0.286
H  -0.71  1.11  3.32  0.309
H  -2.34  0.42  0.50  0.456
H  -1.65  1.84  1.42  0.244
H  -2.16  1.99  -0.28  0.457

No. 2
The following is a quantum chemistry calculation of the molecule C7H9OPS, from the Open Molecules 2025 dataset.

HOMO in hartree: -0.29917
Charge: 0
ΔE to the lowest compared entry with this formula, charge and spin in kJ/mol: 427.3
LUMO energy in eV: 0.03
Maximum force in eV/Å: 4.00
Gap between HOMO and LUMO in eV: 8.2
SMILES string: C#CC1=C[P@@](=C)(OC)SC1

Last column: Mulliken charge in e.
Geometry (Å):
C  -0.90  2.99  -3.40  -0.260
C  -0.37  2.34  -2.53  -0.796
C  -0.05  1.68  -1.27  0.604
C  -0.82  0.71  -0.83  -0.390
P  -0.13  -0.07  0.81  0.837
C  -1.34  -0.77  1.81  -1.039
O  0.80  -1.49  0.28  -0.346
C  0.26  -2.80  0.30  -0.820
S  1.72  1.27  0.71  -0.275
C  1.06  2.38  -0.58  -0.559
H  -1.40  3.60  -4.07  0.423
H  -1.73  0.32  -1.35  0.360
H  -1.00  -1.71  2.11  0.290
H  -1.84  -0.09  2.46  0.312
H  -0.81  -2.86  0.40  0.402
H  0.68  -3.33  1.16  0.270
H  0.57  -3.14  -0.69  0.248
H  1.72  2.71  -1.39  0.432
H  0.73  3.30  -0.10  0.306

No. 3
The following is a quantum chemistry calculation of a cluster of 14 separate species, C81H149N5O23 in total, from the Open Molecules 2025 dataset.

HOMO in hartree: -0.29648
Charge: 0
LUMO energy in eV: 0.10
Maximum force in eV/Å: 4.71
Gap between HOMO and LUMO in eV: 8.2

Last column: Mulliken charge in e.
Geometry (Å):
C  -6.53  -1.89  5.27  -1.686
C  -5.16  -2.08  4.53  1.646
C  -4.56  -0.74  4.36  -1.702
C  -3.09  -0.78  3.98  0.419
C  -2.29  -1.54  5.04  -0.797
C  -2.90  -2.89  5.40  1.333
N  -4.33  -2.83  5.51  0.419
O  -4.84  -4.17  5.61  -0.542
C  -2.40  -3.85  4.34  -1.739
C  -2.40  -3.18  6.78  -1.716
C  -5.49  -2.86  3.24  -1.638
H  -7.04  -1.01  4.84  0.323
H  -6.29  -1.58  6.34  0.388
H  -7.15  -2.80  5.22  0.364
H  -5.22  -0.12  3.68  0.273
H  -4.75  -0.26  5.31  0.461
H  -2.62  0.19  3.89  0.399
H  -3.00  -1.27  2.96  -0.128
H  -2.20  -1.04  5.96  -0.066
H  -1.26  -1.71  4.71  0.285
H  -2.36  -3.50  3.28  0.089
H  -1.38  -4.10  4.60  0.555
H  -2.88  -4.83  4.31  0.263
H  -1.33  -3.01  6.90  0.303
H  -2.89  -2.44  7.44  0.433
H  -2.71  -4.14  7.19  0.486
H  -4.56  -2.99  2.67  0.196
H  -6.18  -2.26  2.66  0.448
H  -5.90  -3.84  3.45  0.460
H  -4.50  -4.48  6.47  0.432
C  -1.30  4.10  1.46  -1.722
C  -0.35  5.27  1.49  2.220
C  -1.19  6.56  1.91  -1.446
C  -0.33  7.76  2.29  -0.526
C  0.67  7.22  3.32  -1.700
C  1.54  6.05  2.93  1.976
N  0.57  4.98  2.54  -0.503
O  1.37  3.89  2.14  2.241
C  2.62  6.32  1.84  -1.562
C  2.26  5.56  4.13  -1.903
C  0.19  5.55  0.07  -1.557
H  -0.80  3.22  1.02  -0.357
H  -2.22  4.22  0.89  0.632
H  -1.60  3.92  2.50  0.276
H  -1.76  6.73  0.99  0.405
H  -1.93  6.39  2.69  0.362
H  -0.95  8.59  2.73  0.415
H  0.26  8.13  1.43  0.321
H  0.10  6.92  4.20  0.388
H  1.39  7.95  3.69  0.461
H  2.97  5.34  1.45  0.087
H  2.22  7.04  1.12  0.368
H  3.41  6.77  2.42  0.576
H  2.92  4.71  4.02  0.054
H  2.79  6.38  4.57  0.571
H  1.59  5.22  4.93  0.329
H  -0.67  5.59  -0.62  0.486
H  0.82  4.76  -0.30  -0.221
H  0.69  6.49  -0.04  0.353
H  0.98  3.11  2.58  -0.713
C  0.85  -1.79  2.93  -0.061
C  0.62  -1.46  1.46  2.493
C  -0.36  -0.28  1.33  0.197
C  -0.49  0.34  -0.03  1.341
C  0.84  0.78  -0.50  1.049
C  1.84  -0.41  -0.48  2.897
N  1.92  -0.96  0.95  0.387
O  2.73  -2.07  0.77  2.112
C  1.59  -1.49  -1.54  -0.288
C  3.24  0.18  -0.68  -0.329
C  0.01  -2.79  0.89  -0.856
H  1.49  -2.68  2.95  -0.866
H  -0.12  -2.14  3.35  -1.170
H  1.28  -0.89  3.40  0.468
H  -1.32  -0.66  1.76  -0.695
H  0.03  0.45  2.01  -0.536
H  -1.16  1.19  0.16  -0.777
H  -1.07  -0.37  -0.67  -0.569
H  1.24  1.50  0.24  -0.580
H  0.91  1.34  -1.48  -0.052
H  1.46  -0.99  -2.56  0.198
H  2.50  -2.06  -1.76  -0.470
H  0.78  -2.21  -1.38  -0.603
H  3.99  -0.59  -0.91  -0.970
H  3.35  0.87  -1.51  -0.109
H  3.54  0.66  0.23  -0.816
H  -0.68  -3.18  1.65  -0.057
H  0.73  -3.58  0.76  -0.123
H  -0.55  -2.76  -0.03  0.153
H  3.61  -1.84  1.12  -1.049
C  -4.22  0.97  -0.24  -2.052
C  -5.19  1.28  -1.45  3.183
C  -4.57  0.82  -2.72  -0.331
C  -5.60  0.80  -3.87  -0.229
C  -6.69  -0.21  -3.51  -1.354
C  -7.43  0.14  -2.21  1.538
N  -6.37  0.38  -1.20  0.247
O  -7.05  0.78  -0.01  -0.537
C  -8.42  1.27  -2.27  -1.734
C  -8.21  -1.08  -1.66  -1.848
C  -5.46  2.76  -1.50  -1.729
H  -4.75  1.14  0.73  0.508
H  -3.25  1.48  -0.26  -0.413
H  -4.16  -0.13  -0.34  0.537
H  -3.68  1.38  -2.93  -1.156
H  -4.17  -0.20  -2.66  -0.019
H  -5.12  0.33  -4.76  0.218
H  -5.99  1.76  -4.16  0.622
H  -6.24  -1.22  -3.37  0.233
H  -7.36  -0.39  -4.37  0.435
H  -8.04  2.22  -2.58  0.319
H  -9.22  0.99  -3.00  0.429
H  -8.88  1.54  -1.34  0.406
H  -8.43  -0.90  -0.60  0.406
H  -9.10  -1.20  -2.26  0.408
H  -7.65  -2.04  -1.80  0.309
H  -5.91  3.07  -2.45  0.302
H  -4.58  3.35  -1.42  0.200
H  -6.10  3.09  -0.70  0.451
H  -6.75  0.15  0.68  0.299
C  0.23  2.66  -4.71  -1.705
C  -1.25  2.86  -4.12  1.766
C  -1.54  4.38  -3.95  -1.395
C  -1.77  5.12  -5.30  -0.921
C  -2.96  4.42  -5.96  -1.322
C  -2.66  2.93  -6.24  1.374
N  -2.24  2.31  -4.96  0.477
O  -2.11  0.91  -5.25  0.715
C  -3.96  2.33  -6.69  -1.574
C  -1.68  2.77  -7.49  -1.644
C  -1.26  2.20  -2.73  -0.545
H  0.34  3.27  -5.61  0.393
H  0.29  1.60  -4.99  0.152
H  0.87  2.99  -3.89  0.530
H  -2.42  4.62  -3.33  0.224
H  -0.67  4.78  -3.47  0.465
H  -0.88  5.12  -5.90  0.402
H  -1.96  6.14  -5.04  0.531
H  -3.20  4.88  -6.87  0.575
H  -3.82  4.43  -5.28  0.292
H  -3.83  1.29  -6.99  0.322
H  -4.71  2.41  -5.91  -0.011
H  -4.29  2.96  -7.53  0.527
H  -0.63  2.98  -7.23  0.247
H  -1.84  1.74  -7.87  0.334
H  -2.07  3.46  -8.20  0.529
H  -2.23  2.34  -2.27  -0.346
H  -0.55  2.69  -2.07  0.100
H  -0.95  1.14  -2.78  -0.096
H  -1.20  0.73  -5.44  0.024
O  -0.23  -0.74  -6.46  -0.564
C  0.72  -1.47  -6.30  0.296
O  1.70  -1.11  -5.38  -0.095
C  2.65  -2.25  -5.18  0.179
C  2.62  -2.92  -6.55  -0.607
C  1.19  -2.75  -6.98  -0.419
H  2.30  -2.90  -4.34  -0.213
H  3.66  -1.83  -4.89  0.235
H  2.86  -3.98  -6.49  0.322
H  3.31  -2.38  -7.26  0.306
H  0.60  -3.58  -6.57  0.001
H  1.01  -2.67  -8.06  0.441
O  6.46  -4.31  6.15  -0.536
C  5.72  -3.46  5.95  0.392
O  4.40  -3.55  6.19  -0.466
C  3.65  -2.37  5.81  0.441
C  4.65  -1.27  5.86  0.062
C  5.95  -2.02  5.49  -0.136
H  2.81  -2.31  6.54  0.200
H  3.24  -2.51  4.80  -0.319
H  4.74  -0.87  6.88  0.369
H  4.40  -0.47  5.16  -0.224
H  6.87  -1.55  5.86  0.519
H  6.00  -2.15  4.40  -0.210
O  6.36  -0.79  -1.67  -0.483
C  6.40  -1.95  -1.78  -0.009
O  7.24  -2.50  -2.72  -0.476
C  7.17  -3.96  -2.51  -0.698
C  5.89  -4.21  -1.74  -0.023
C  5.83  -3.00  -0.86  1.961
H  8.06  -4.28  -1.94  0.264
H  7.25  -4.37  -3.53  0.386
H  5.88  -5.12  -1.17  0.378
H  5.03  -4.11  -2.41  -0.100
H  6.58  -3.02  -0.08  0.201
H  4.79  -2.81  -0.53  -1.327
O  3.01  -4.61  -1.64  -0.422
C  2.13  -5.40  -1.51  0.109
O  2.39  -6.45  -0.66  -0.466
C  1.33  -7.38  -0.70  -0.599
C  0.12  -6.72  -1.35  -0.760
C  0.75  -5.54  -2.13  1.047
H  1.15  -7.69  0.31  0.410
H  1.66  -8.33  -1.24  0.261
H  -0.55  -6.45  -0.53  0.313
H  -0.39  -7.41  -2.06  0.318
H  0.25  -4.57  -2.13  -0.712
H  1.02  -5.96  -3.12  0.410
O  1.10  1.56  3.77  -0.432
C  0.35  1.55  4.73  -0.095
O  -0.89  1.95  4.63  -0.474
C  -1.61  1.93  5.91  -0.141
C  -0.66  1.22  6.93  -0.672
C  0.68  1.33  6.17  -0.178
H  -2.54  1.38  5.78  -0.055
H  -1.89  2.97  6.07  0.464
H  -1.05  0.25  7.22  0.214
H  -0.54  1.83  7.79  0.442
H  1.45  0.52  6.26  0.000
H  1.22  2.23  6.49  0.353
O  6.92  -5.12  1.54  -0.633
C  5.80  -5.22  1.91  0.280
O  5.34  -6.41  2.33  -0.447
C  3.93  -6.38  2.64  -0.136
C  3.66  -4.85  2.90  0.187
C  4.65  -4.22  1.96  2.655
H  3.83  -6.98  3.53  0.393
H  3.36  -6.77  1.79  -0.072
H  3.91  -4.64  3.91  0.058
H  2.66  -4.40  2.68  -0.539
H  4.95  -3.20  2.21  -0.298
H  4.17  -4.20  0.95  -1.612
O  5.30  -0.95  1.49  -0.636
C  5.27  0.20  1.78  -0.094
O  4.55  0.58  2.83  0.329
C  4.58  2.03  3.01  -0.352
C  5.19  2.57  1.71  0.066
C  5.97  1.34  1.14  0.152
H  5.16  2.24  3.89  0.291
H  3.57  2.40  3.15  -0.095
H  5.83  3.47  1.83  0.723
H  4.39  2.84  1.01  -0.524
H  7.01  1.40  1.45  0.458
H  5.96  1.25  0.05  -0.425
O  -0.91  -5.11  -4.90  -0.686
C  -1.60  -4.13  -4.59  0.093
O  -0.97  -3.11  -3.85  0.163
C  -1.94  -2.11  -3.63  0.303
C  -3.00  -2.27  -4.70  0.866
C  -3.04  -3.76  -4.82  -0.574
H  -1.40  -1.10  -3.71  -0.684
H  -2.36  -2.10  -2.61  0.353
H  -2.62  -1.74  -5.60  0.110
H  -3.99  -1.88  -4.36  -0.653
H  -3.50  -4.06  -5.79  0.419
H  -3.56  -4.34  -4.01  0.304
O  4.92  5.52  -4.58  -0.621
C  4.93  4.71  -3.69  0.478
O  4.08  4.74  -2.59  -0.406
C  4.26  3.57  -1.74  0.555
C  4.92  2.55  -2.61  0.304
C  5.73  3.44  -3.57  -0.644
H  3.33  3.35  -1.27  -0.295
H  4.97  3.93  -0.98  0.067
H  4.10  2.06  -3.16  0.157
H  5.48  1.73  -2.15  -0.005
H  5.92  3.14  -4.62  0.301
H  6.73  3.69  -3.17  0.319